Model a:
C3H2N2O3 | wB97M-V/def2-TZVPD

Highest occupied orbital energy   -8.90 eV
E_LUMO   -0.61 eV
Charge   0
Orbital gap   8.2879 eV

Element x y z (Å)
C 1.007 1.470 -0.619
C 0.212 0.178 0.642
C -0.211 -0.326 -0.567
H 2.004 0.766 -0.417
H 1.421 2.702 -1.008
N 0.007 -0.921 1.500
N -0.808 -1.703 0.990
O 0.446 1.489 0.644
O -0.928 -1.327 -0.832
O -0.001 0.710 -1.406

Model b:
C3H2N2O3 | wB97M-V/def2-TZVPD

Highest occupied orbital energy   -10.39 eV
E_LUMO   -0.33 eV
Charge   0
Orbital gap   10.0605 eV

Element x y z (Å)
C -2.250 -0.368 0.007
C 0.122 -0.155 -0.215
C 2.216 -0.353 0.406
H -3.100 -1.336 -0.392
H 3.027 -0.774 0.876
N 0.495 1.135 -0.420
N 2.067 0.885 -0.187
O -2.333 0.749 0.779
O -1.083 -0.543 -0.782
O 1.117 -1.052 0.325

model b comes first in stability; the runner-up is 1.408 eV higher.